{
  "formula": "C4H12",
  "method": "wB97M-V/def2-TZVPD",
  "e_lumo_ha": 0.0418,
  "total_energy_ha": -159.51900,
  "multiplicity": 1,
  "total_charge": 0,
  "species": ["C", "C", "H", "H", "H", "H", "H", "H", "C", "C", "H", "H", "H", "H", "H", "H"],
  "positions_angstrom": [[0.35493, 0.24329, 2.15756], [-0.41835, 1.34679, 1.39471], [0.42490, 0.43106, 3.25375], [-0.09187, -0.75439, 1.86021], [1.41345, 0.20885, 1.93113], [-0.11898, 1.28279, 0.35789], [-1.59645, 1.10095, 1.57710], [-0.30029, 2.42343, 1.90662], [0.55754, -1.06031, -1.25554], [-0.51664, -0.57005, -2.32161], [0.67158, -1.99554, -1.13223], [1.40046, -0.67479, -1.86702], [0.43437, -0.52329, -0.27557], [-0.92752, -1.49853, -2.66914], [-0.07935, 0.00833, -3.21451], [-1.20780, 0.03141, -1.70338]],
  "mulliken_charge": [-0.9781, -0.5875, 0.3225, 0.2777, 0.3111, 0.2256, 0.1770, 0.2740, -0.4089, -0.8235, 0.5274, 0.2288, -0.3420, 0.2548, 0.2761, 0.2649]
}



{
  "formula": "C4H8O2",
  "method": "wB97M-V/def2-TZVPD",
  "e_lumo_ha": 0.0300,
  "total_energy_ha": -307.65006,
  "multiplicity": 1,
  "total_charge": 0,
  "species": ["C", "C", "O", "C", "C", "O", "H", "H", "H", "H", "H", "H", "H", "H"],
  "positions_angstrom": [[-1.60336, -0.76343, -0.58665], [-0.28595, -0.66766, -0.76067], [-0.64059, 2.21809, 0.76003], [0.75374, -1.04798, 0.26147], [1.72222, 0.10239, 0.49495], [2.84445, 0.11397, 0.04469], [-1.05756, 1.45075, 0.34280], [-2.30092, -0.49616, -1.37570], [-2.03099, -1.14215, 0.33977], [0.10308, -0.30620, -1.71336], [-0.43121, 2.80155, 0.02155], [1.34244, -1.89789, -0.10138], [0.26779, -1.32296, 1.20597], [1.31687, 0.95767, 1.06654]],
  "mulliken_charge": [-0.7500, -0.2308, -0.6722, -0.3243, 0.0195, -0.4700, 0.3372, 0.2849, 0.2725, 0.2858, 0.3276, 0.2662, 0.2706, 0.3831]
}



{
  "formula": "C2H7OSi",
  "method": "wB97M-V/def2-TZVPD",
  "e_lumo_ha": -0.2357,
  "total_energy_ha": -444.78020,
  "multiplicity": 1,
  "total_charge": 1,
  "species": ["C", "C", "O", "Si", "H", "H", "H", "H", "H", "H", "H"],
  "positions_angstrom": [[-2.05206, -0.52983, 0.09800], [1.51263, -0.76632, -0.04266], [-1.40286, 0.51896, 0.05113], [0.36902, 0.78477, -0.20577], [-3.04828, -0.59358, 0.45131], [-1.37962, -1.42246, 0.19708], [2.43515, -0.75014, -0.59381], [1.86034, -1.34207, 0.85768], [0.97284, -1.50398, -0.51886], [0.46689, 1.76386, 0.81630], [0.05655, 1.58157, -1.77363]],
  "mulliken_charge": [0.1461, -1.1339, -0.1318, 0.4492, 0.3193, 0.1914, 0.3813, 0.4117, 0.3380, -0.0104, 0.0391]
}



{
  "formula": "C16H28N2O2",
  "method": "wB97M-V/def2-TZVPD",
  "e_lumo_ha": 0.0243,
  "total_energy_ha": -886.39029,
  "multiplicity": 1,
  "total_charge": 0,
  "species": ["O", "O", "C", "C", "N", "N", "C", "C", "C", "C", "C", "C", "C", "C", "C", "C", "C", "C", "C", "C", "H", "H", "H", "H", "H", "H", "H", "H", "H", "H", "H", "H", "H", "H", "H", "H", "H", "H", "H", "H", "H", "H", "H", "H", "H", "H", "H", "H"],
  "positions_angstrom": [[3.04914, 3.66968, 1.54860], [-1.15741, 1.24621, -2.92924], [2.22259, 3.72681, 0.70635], [-0.67735, 0.70406, -1.90408], [2.73877, 4.14979, -0.53421], [-1.02152, -0.31847, -0.95971], [-3.17877, -0.50311, 0.12316], [-2.18950, -2.61813, -0.84474], [-3.19042, -0.77688, -2.39601], [0.74788, 3.38941, 0.93527], [0.66083, 1.30759, -1.46891], [1.97568, -2.38248, 1.73871], [2.30695, -2.09162, 0.31675], [1.21419, -1.31201, 2.38704], [0.29929, 1.92981, 1.15189], [1.05973, -1.70663, -0.53286], [-0.08317, -1.05653, 1.55184], [0.83051, 0.91298, 0.01168], [-2.34400, -1.00703, -1.14770], [0.12675, -0.56698, 0.03678], [3.66198, 4.40300, -0.44729], [2.11015, 4.58695, -1.20244], [-2.74194, -0.68740, 1.11138], [-3.37468, 0.61025, -0.03099], [-4.11104, -1.07196, 0.14449], [-1.78165, -3.07354, -1.83057], [-3.11491, -3.08105, -0.53428], [-1.48533, -2.88051, -0.00366], [-3.37184, 0.31322, -2.56132], [-2.70196, -1.15038, -3.35680], [-4.14221, -1.25826, -2.27325], [0.24273, 3.80604, 0.03558], [0.23205, 3.85965, 1.75755], [1.41030, 0.88244, -2.07136], [0.58284, 2.42023, -1.68107], [1.51180, -3.37057, 1.88396], [2.91761, -2.44050, 2.30933], [2.53894, -3.01459, -0.14661], [3.39917, -1.61227, 0.27866], [1.81241, -0.38233, 2.44870], [0.82844, -1.64360, 3.39601], [0.59223, 1.64323, 2.10706], [-0.82438, 1.81188, 1.11021], [0.46760, -2.56023, -0.73449], [1.39451, -1.31888, -1.46933], [-0.58748, -0.26341, 2.11089], [-0.69293, -1.88400, 1.61431], [1.83742, 0.66009, 0.24471]],
  "mulliken_charge": [-0.5993, -0.7086, 0.5019, 0.5858, -0.3870, 0.7513, -1.4244, -1.2646, -1.6578, -0.9553, -1.1782, -0.6582, -0.5045, -0.6279, -1.1068, -1.3265, -1.7848, -0.2050, 1.0928, 0.6748, 0.2315, 0.2273, 0.2705, 0.2754, 0.5190, 0.2841, 0.4455, 0.2460, 0.3700, 0.3313, 0.4287, 0.3639, 0.5097, 0.5399, 0.1374, 0.3540, 0.3131, 0.3931, 0.2899, 0.2735, 0.3385, 0.6001, 0.3265, 0.4781, 0.3668, 0.3707, 0.7964, 0.7012]
}



In the order shown, the computed frontier orbital gap values come out to 12.03 10.48 9.70 9.54 eV.